[1]
{"formula": "C42H111N5O22", "method": "ωB97M-V with the def2-TZVPD basis set", "spin_multiplicity": 1, "e_tot_ev": -97837.402, "fmax_ev_per_a": 2.4, "relative_energy_ev": 2.9204, "e_homo_ev": -8.29, "smiles": "COCCNCCOC.COCCNCCOC.COCCNCCOC.COCCNCCOC.COCCNCCOC.OCCO.OCCO.OCCO.OCCO.OCCO.OCCO", "total_charge": 0, "species": ["C", "C", "O", "O", "H", "H", "H", "H", "H", "H", "C", "C", "O", "O", "H", "H", "H", "H", "H", "H", "C", "C", "O", "O", "H", "H", "H", "H", "H", "H", "C", "C", "O", "O", "H", "H", "H", "H", "H", "H", "C", "C", "O", "O", "H", "H", "H", "H", "H", "H", "C", "C", "O", "O", "H", "H", "H", "H", "H", "H", "C", "O", "C", "C", "N", "C", "C", "O", "C", "H", "H", "H", "H", "H", "H", "H", "H", "H", "H", "H", "H", "H", "H", "H", "C", "O", "C", "C", "N", "C", "C", "O", "C", "H", "H", "H", "H", "H", "H", "H", "H", "H", "H", "H", "H", "H", "H", "H", "C", "O", "C", "C", "N", "C", "C", "O", "C", "H", "H", "H", "H", "H", "H", "H", "H", "H", "H", "H", "H", "H", "H", "H", "C", "O", "C", "C", "N", "C", "C", "O", "C", "H", "H", "H", "H", "H", "H", "H", "H", "H", "H", "H", "H", "H", "H", "H", "C", "O", "C", "C", "N", "C", "C", "O", "C", "H", "H", "H", "H", "H", "H", "H", "H", "H", "H", "H", "H", "H", "H", "H"], "coordinates": [[2.6271, 0.3227, 3.7910], [1.1852, 0.5035, 4.1560], [0.6539, -0.7399, 4.5230], [2.6167, -0.2719, 2.4599], [3.0765, -0.4231, 4.4468], [3.2421, 1.2191, 3.7122], [0.5837, 0.8168, 3.3026], [0.9664, 1.2136, 4.9534], [-0.2999, -0.6893, 4.4262], [1.8858, -0.8834, 2.3440], [-0.5902, 0.8698, -4.3705], [-1.7977, 1.4847, -5.0910], [-2.8599, 1.7570, -4.2375], [-0.8704, -0.4539, -3.8521], [-0.1169, 1.5157, -3.6309], [0.2075, 0.6340, -5.0749], [-2.2550, 0.7948, -5.8004], [-1.6465, 2.3918, -5.6761], [-3.0646, 0.9454, -3.7674], [-0.6816, -1.0719, -4.5620], [-1.4396, 4.9504, 2.6405], [-0.1652, 4.0894, 2.3834], [0.0568, 3.2181, 3.5690], [-1.4124, 5.6110, 3.9397], [-2.3068, 4.2955, 2.5561], [-1.4395, 5.6393, 1.7958], [0.6494, 4.8006, 2.2463], [-0.1596, 3.4614, 1.4925], [0.8082, 3.5675, 4.0537], [-1.1492, 4.9858, 4.6190], [5.0190, 1.5164, -2.1996], [4.0953, 0.3457, -1.7107], [4.4995, -0.9146, -2.3482], [6.3996, 1.2512, -1.9063], [4.7434, 2.4697, -1.7487], [4.8898, 1.7436, -3.2578], [3.1129, 0.5860, -2.1170], [4.0762, 0.1716, -0.6348], [3.8115, -1.5584, -2.1645], [6.7367, 0.6888, -2.6075], [-1.7274, -4.2295, -1.5369], [-1.4036, -4.9188, -0.2057], [-2.5910, -5.3041, 0.4946], [-2.0794, -5.2152, -2.4632], [-0.8647, -3.6597, -1.8819], [-2.5395, -3.5323, -1.3306], [-0.7270, -4.2958, 0.3792], [-0.7997, -5.7667, -0.5290], [-2.8262, -6.1873, 0.2008], [-2.7918, -5.6674, -2.0052], [-0.4129, -0.8580, 0.3375], [0.6002, 0.1926, -0.1611], [0.9516, 1.2924, 0.6726], [0.2176, -1.7221, 1.2649], [-0.7331, -1.5444, -0.4464], [-1.2604, -0.3391, 0.7853], [0.2331, 0.5439, -1.1254], [1.5037, -0.3356, -0.4658], [1.5723, 0.9486, 1.3192], [-0.4317, -2.2361, 1.7504], [-5.4704, 6.1822, -1.9638], [-5.9793, 5.0953, -1.2848], [-5.9844, 3.8469, -1.9813], [-4.6564, 3.1819, -2.1160], [-4.0508, 2.9311, -0.7843], [-2.6701, 2.3994, -0.9949], [-1.7032, 3.5260, -1.4459], [-1.6262, 4.5757, -0.4479], [-1.0985, 5.7796, -0.9678], [-6.2919, 6.6661, -2.4921], [-4.6656, 5.9544, -2.6627], [-5.0267, 6.8656, -1.2397], [-6.4054, 4.0426, -2.9675], [-6.7375, 3.2430, -1.4750], [-4.1391, 3.8405, -2.8137], [-4.6134, 2.2479, -2.6763], [-4.0596, 3.7908, -0.2543], [-2.5831, 1.5887, -1.7183], [-2.3251, 1.9459, -0.0657], [-1.9806, 3.7945, -2.4653], [-0.7322, 3.0329, -1.4921], [-1.6275, 6.1009, -1.8651], [-0.0515, 5.6847, -1.2557], [-1.1087, 6.5092, -0.1580], [-2.6238, 0.4502, 3.0937], [-2.0250, -0.5099, 3.9230], [-2.7872, -1.7052, 4.0843], [-2.9292, -2.7702, 2.8940], [-1.7164, -3.5454, 2.6434], [-1.0634, -4.1105, 3.8109], [-0.0379, -5.1931, 3.4155], [-0.4640, -6.2320, 2.5916], [0.5780, -7.1448, 2.2468], [-3.2733, 1.1712, 3.5900], [-3.1118, 0.0473, 2.2062], [-1.7829, 1.0213, 2.7003], [-3.8207, -1.3868, 4.2211], [-2.5607, -2.1438, 5.0561], [-3.1445, -2.2591, 1.9556], [-3.8062, -3.3999, 3.0438], [-1.9323, -4.2975, 2.0049], [-1.7288, -4.7163, 4.4260], [-0.5301, -3.3238, 4.3445], [0.3172, -5.6726, 4.3277], [0.7200, -4.5853, 2.9212], [1.1925, -7.5638, 3.0437], [1.2629, -6.6779, 1.5389], [0.0737, -7.9806, 1.7619], [11.9440, 2.7419, 2.0812], [10.6141, 2.9904, 1.5804], [10.0257, 1.8502, 0.9741], [8.5563, 2.1866, 0.5477], [7.7180, 2.2331, 1.7387], [6.3749, 2.5920, 1.3124], [5.5328, 3.1575, 2.4853], [4.5684, 4.0823, 1.9470], [3.4388, 3.3528, 1.3640], [12.3005, 3.5725, 2.6905], [12.5855, 2.4756, 1.2412], [11.9787, 1.8377, 2.6889], [9.9657, 0.9733, 1.6188], [10.5416, 1.5952, 0.0483], [8.2055, 1.3855, -0.1028], [8.5349, 3.1245, -0.0074], [8.0877, 2.9528, 2.3434], [5.9502, 1.7575, 0.7544], [6.4376, 3.3632, 0.5448], [6.1874, 3.7685, 3.1067], [5.0877, 2.4036, 3.1345], [3.6934, 2.4079, 0.8841], [2.7484, 3.8353, 0.6721], [2.7308, 3.1962, 2.1779], [2.0396, -2.5118, -3.0096], [2.3521, -2.7694, -1.6269], [2.5267, -4.1118, -1.2589], [3.2634, -4.2169, 0.0637], [2.4501, -3.8287, 1.1884], [3.0709, -3.4503, 2.4781], [3.8797, -4.5835, 3.1391], [5.1742, -4.6868, 2.6298], [6.1406, -5.5289, 3.2448], [1.7694, -1.4560, -2.9916], [1.1572, -3.0217, -3.3962], [2.8682, -2.6755, -3.6986], [3.1590, -4.4996, -2.0575], [1.5600, -4.6133, -1.2128], [4.0953, -3.5140, 0.0190], [3.5942, -5.2499, 0.1719], [1.8253, -3.0904, 0.8977], [2.3081, -3.2821, 3.2382], [3.6957, -2.5665, 2.3488], [3.3702, -5.5420, 3.2374], [3.8795, -4.2417, 4.1741], [6.2558, -5.2850, 4.3009], [7.1385, -5.5576, 2.8072], [5.8573, -6.5750, 3.3609], [-9.4963, 2.5371, -2.4301], [-9.0928, 1.2714, -2.9020], [-9.4455, 1.0687, -4.2523], [-8.8813, -0.2888, -4.7209], [-7.5090, -0.2347, -5.3291], [-6.3817, 0.1683, -4.4285], [-5.6421, -1.0561, -3.9623], [-4.4321, -0.5166, -3.3481], [-3.8092, -1.4391, -2.3476], [-10.5812, 2.6417, -2.4180], [-9.0671, 3.4182, -2.9072], [-9.1705, 2.5295, -1.3900], [-9.1419, 1.8571, -4.9411], [-10.5262, 0.9854, -4.3678], [-9.5964, -0.6744, -5.4476], [-8.9102, -1.0244, -3.9171], [-7.4507, 0.3935, -6.1178], [-6.6550, 0.7865, -3.5734], [-5.5624, 0.6921, -4.9208], [-5.4612, -1.8332, -4.7050], [-6.2414, -1.5718, -3.2120], [-4.4092, -1.5812, -1.4488], [-2.8838, -0.9785, -2.0016], [-3.6888, -2.4455, -2.7486]]}

---

[2]
{"formula": "C42H112O14", "method": "ωB97M-V with the def2-TZVPD basis set", "spin_multiplicity": 1, "e_tot_ev": -74031.362, "fmax_ev_per_a": 3.6, "relative_energy_ev": 5.0866, "e_homo_ev": -9.77, "total_charge": 0, "species": ["C", "C", "C", "O", "H", "H", "H", "H", "H", "H", "H", "H", "C", "C", "C", "O", "H", "H", "H", "H", "H", "H", "H", "H", "C", "C", "C", "O", "H", "H", "H", "H", "H", "H", "H", "H", "C", "C", "C", "O", "H", "H", "H", "H", "H", "H", "H", "H", "C", "C", "C", "O", "H", "H", "H", "H", "H", "H", "H", "H", "C", "C", "C", "O", "H", "H", "H", "H", "H", "H", "H", "H", "C", "C", "C", "O", "H", "H", "H", "H", "H", "H", "H", "H", "C", "C", "C", "O", "H", "H", "H", "H", "H", "H", "H", "H", "C", "C", "C", "O", "H", "H", "H", "H", "H", "H", "H", "H", "C", "C", "C", "O", "H", "H", "H", "H", "H", "H", "H", "H", "C", "C", "C", "O", "H", "H", "H", "H", "H", "H", "H", "H", "C", "C", "C", "O", "H", "H", "H", "H", "H", "H", "H", "H", "C", "C", "C", "O", "H", "H", "H", "H", "H", "H", "H", "H", "C", "C", "C", "O", "H", "H", "H", "H", "H", "H", "H", "H"], "coordinates": [[-0.6216, -9.4647, -1.3903], [0.4353, -8.4861, -1.8492], [0.8723, -7.4815, -0.7972], [1.5967, -9.1922, -2.1211], [-1.6097, -9.0224, -1.2626], [-0.3589, -9.9266, -0.4386], [-0.6726, -10.2866, -2.1043], [0.2463, -7.9411, -2.7741], [1.7520, -6.9138, -1.1004], [1.1604, -7.8680, 0.1804], [0.0806, -6.7578, -0.6037], [1.3546, -9.9667, -2.6341], [-3.3442, 3.6250, 5.4904], [-3.5927, 2.1916, 4.9308], [-4.9879, 1.7852, 5.0866], [-3.1761, 2.1364, 3.5903], [-2.3341, 3.9400, 5.2285], [-3.4735, 3.5190, 6.5675], [-4.0626, 4.3978, 5.2168], [-2.9691, 1.4526, 5.4339], [-5.1209, 0.7380, 4.8151], [-5.6778, 2.4116, 4.5210], [-5.2578, 1.7950, 6.1427], [-3.7583, 2.7350, 3.1167], [-5.0380, -0.7379, 0.0150], [-6.3740, -0.7758, -0.6431], [-7.4579, -0.0370, 0.2109], [-6.3199, -0.3211, -1.9300], [-5.1105, -1.1419, 1.0248], [-4.7844, 0.3208, 0.0692], [-4.2969, -1.2965, -0.5567], [-6.7169, -1.7985, -0.8002], [-7.2273, 1.0182, 0.3573], [-7.6476, -0.4497, 1.2018], [-8.4413, -0.1047, -0.2544], [-5.6542, -0.8434, -2.3834], [1.1455, 6.9384, 2.2930], [0.6486, 8.1262, 3.0792], [-0.4039, 7.7445, 4.0996], [1.7543, 8.6821, 3.7386], [2.0502, 7.1626, 1.7279], [0.4158, 6.5064, 1.6081], [1.5691, 6.2352, 3.0100], [0.2964, 8.8969, 2.3935], [0.0211, 7.1444, 4.9042], [-1.2646, 7.1886, 3.7279], [-0.8751, 8.6698, 4.4311], [1.7979, 9.6195, 3.5362], [2.6898, -2.8156, -5.4199], [2.9031, -4.2235, -4.8694], [3.0384, -5.2589, -5.9500], [4.1942, -4.0775, -4.2510], [3.4896, -2.5605, -6.1151], [2.5973, -2.1257, -4.5811], [1.7509, -2.7511, -5.9697], [2.1535, -4.5307, -4.1400], [2.0891, -5.2308, -6.4849], [3.1667, -6.2368, -5.4859], [3.9049, -5.0940, -6.5903], [4.4059, -4.8277, -3.6906], [8.4165, 0.3593, -0.2339], [7.2288, 1.0327, -0.8800], [6.8943, 2.3512, -0.1512], [7.4662, 1.3965, -2.2693], [8.7401, -0.5604, -0.7212], [8.2525, 0.1220, 0.8173], [9.3423, 0.9340, -0.2072], [6.3822, 0.3476, -0.8357], [7.6006, 3.1167, -0.4726], [7.0224, 2.2246, 0.9238], [5.8708, 2.7007, -0.2871], [7.3986, 0.5809, -2.7710], [1.7367, 6.8178, -2.5914], [2.2281, 8.2742, -2.2932], [3.7462, 8.2279, -2.0980], [1.9412, 9.0774, -3.3944], [2.2390, 5.9802, -2.1073], [1.8986, 6.6814, -3.6607], [0.6960, 6.7404, -2.2767], [1.7533, 8.5730, -1.3587], [3.9513, 7.4251, -1.3898], [4.0603, 9.1326, -1.5774], [4.2822, 8.0604, -3.0322], [0.9838, 9.0559, -3.4615], [-1.3808, 1.7583, -7.5823], [-1.1093, 1.0385, -6.2503], [-1.7115, 1.7730, -5.0576], [-1.7458, -0.2194, -6.2934], [-0.9277, 1.1730, -8.3825], [-0.9485, 2.7547, -7.6744], [-2.4447, 1.9167, -7.7587], [-0.0421, 0.8999, -6.0767], [-1.1198, 2.6136, -4.6952], [-1.8817, 1.0852, -4.2293], [-2.6693, 2.1821, -5.3790], [-1.3299, -0.6888, -7.0202], [-2.9042, -4.2087, 6.0345], [-3.0669, -4.9021, 4.6743], [-1.7726, -4.8244, 3.8722], [-3.2478, -6.2546, 5.0726], [-2.6017, -3.1697, 5.9046], [-2.2882, -4.6869, 6.7961], [-3.9094, -4.1015, 6.4422], [-3.8877, -4.4480, 4.1191], [-1.8799, -5.1092, 2.8256], [-0.9710, -5.4510, 4.2634], [-1.4394, -3.8071, 3.6671], [-2.4571, -6.6443, 5.4528], [-2.5140, -4.6166, -3.4200], [-3.9071, -4.3544, -3.9426], [-4.9197, -4.9099, -2.9028], [-4.1974, -2.9944, -4.1445], [-2.4497, -5.7031, -3.3612], [-2.3448, -4.1248, -2.4621], [-1.7603, -4.4028, -4.1779], [-4.0434, -4.9053, -4.8732], [-4.7918, -4.5011, -1.9004], [-4.8770, -5.9987, -2.8749], [-5.9409, -4.6953, -3.2178], [-3.5898, -2.6445, -4.8003], [1.8699, -1.1876, 5.6444], [1.2196, 0.1476, 5.4235], [2.1750, 1.3542, 5.5989], [0.7085, 0.0785, 4.1129], [2.7164, -1.3957, 4.9900], [1.2103, -2.0511, 5.5585], [2.2287, -0.9826, 6.6531], [0.3236, 0.2514, 6.0355], [1.7632, 2.3401, 5.3830], [3.0196, 1.2120, 4.9248], [2.6542, 1.3261, 6.5776], [-0.0745, 0.6264, 4.0220], [-4.6911, 7.0191, -0.1046], [-4.8395, 5.4949, -0.1534], [-3.6330, 4.8614, -0.8426], [-4.8733, 5.0411, 1.1820], [-4.6469, 7.5218, -1.0707], [-3.7946, 7.4061, 0.3799], [-5.5429, 7.4665, 0.4076], [-5.7792, 5.2355, -0.6411], [-2.7357, 4.8203, -0.2253], [-3.4067, 5.2796, -1.8234], [-3.9143, 3.8427, -1.1097], [-5.5488, 5.5076, 1.6797], [0.8819, -1.0982, -0.6898], [1.9287, 0.0267, -0.3001], [1.2664, 1.4054, -0.0755], [2.5886, -0.3276, 0.8743], [1.3009, -2.1045, -0.6958], [0.4964, -0.8709, -1.6837], [0.0853, -1.0397, 0.0520], [2.6817, 0.2273, -1.0622], [0.8246, 1.8016, -0.9898], [1.9274, 2.0946, 0.4500], [0.4226, 1.1804, 0.5768], [1.9308, -0.1695, 1.5554], [4.3566, -4.7525, 2.1538], [5.7662, -4.1444, 2.2044], [6.4627, -4.2183, 0.8379], [5.6113, -2.7392, 2.4793], [4.3486, -5.7981, 1.8458], [3.6835, -4.2644, 1.4489], [3.8311, -4.6771, 3.1058], [6.3799, -4.6003, 2.9813], [6.0078, -3.5606, 0.0973], [6.4313, -5.2495, 0.4862], [7.5082, -3.9102, 0.8358], [4.8600, -2.3408, 2.0339]]}